# 1
Computed, not measured: C5H7NO in the gas phase, with ωB97M-V/def2-TZVPD.

- SMILES: C[C@]12N[C@H]1CC2=O
- Energy: -8833.27344 eV
- E_HOMO: -9.18 eV
- Charge: 0
- Spin multiplicity: 1
- Relative energy (zero: lowest compared OMol25 entry of this formula, charge and spin): 67.6 kcal per mole

Atoms and positions in Å:
C  -0.25  -1.19  0.18
H  2.15  1.40  -0.52
O  -0.81  2.04  0.65
N  0.57  -0.98  1.35
H  1.83  -0.08  -1.51
H  0.69  1.24  -1.44
H  0.04  -0.74  2.19
H  -2.45  -0.49  0.55
H  0.01  -2.07  -0.40
C  -0.66  0.87  0.42
C  0.58  0.05  0.28
H  -1.71  -0.27  -1.07
C  -1.52  -0.33  0.01
C  1.42  0.66  -0.83


# 2
Computed, not measured: a molecular structure, C21H18AgN9O10, with ωB97M-V/def2-TZVPD.

- Energy: -59945.16504 eV
- E_HOMO: -8.28 eV
- Charge: 0
- Spin multiplicity: 1
- Relative energy (zero: lowest compared OMol25 entry of this formula, charge and spin): 0.0 kcal per mole

Atoms and positions in Å:
N  19.35  -3.42  12.31
C  12.14  3.88  10.44
Ag  16.11  -0.38  13.39
C  17.61  2.03  14.92
C  19.68  2.81  13.34
C  14.38  1.21  12.03
N  17.81  1.36  13.75
C  14.95  -0.10  16.34
H  18.28  3.51  16.36
H  19.84  -3.57  13.19
H  15.78  -2.03  10.80
C  13.04  2.81  10.58
O  11.26  -3.03  18.34
H  15.60  0.91  18.17
H  20.18  4.24  14.88
N  11.62  4.94  13.94
C  13.95  -0.45  18.52
C  18.26  -2.61  12.31
N  16.64  -1.54  11.08
C  19.49  3.46  14.57
H  18.92  1.27  12.02
H  19.85  -3.59  11.43
H  12.35  -2.29  16.07
H  16.68  -0.57  10.75
O  12.19  4.68  14.98
H  14.10  -1.22  14.69
C  14.90  0.19  17.74
N  18.12  -2.43  14.74
O  15.45  1.27  11.40
C  13.08  -1.62  16.55
C  12.03  -2.01  18.82
N  11.73  4.25  9.09
H  16.23  2.21  16.61
H  20.53  3.04  12.69
C  16.50  1.58  15.75
H  13.22  2.78  14.02
C  12.93  3.08  13.00
C  14.06  -1.03  15.77
O  13.96  0.35  12.84
H  10.92  5.43  11.42
H  13.46  2.30  9.69
O  11.90  -1.63  19.98
H  11.58  -3.38  17.47
O  19.19  -3.01  14.90
O  17.36  -2.01  15.57
C  12.07  4.17  12.78
N  15.87  0.49  15.49
N  17.56  -2.11  13.34
C  11.63  4.60  11.52
O  10.98  5.21  9.04
O  10.73  5.74  13.73
C  13.40  2.39  11.86
C  18.44  3.08  15.37
H  18.25  -2.55  10.21
C  18.80  1.79  12.98
H  13.84  -0.28  19.61
O  12.18  3.56  8.19
N  17.78  -2.28  11.08
C  13.04  -1.36  17.92


# 3
Computed, not measured: a molecular structure, C17H26AlF16O2, with ωB97M-V/def2-TZVPD.

- Energy: -72223.42384 eV
- E_HOMO: -4.61 eV
- Charge: -1
- Spin multiplicity: 1

Atoms and positions in Å:
H  -6.32  -1.33  -0.15
C  0.67  -1.93  -0.36
C  -0.22  3.43  3.23
C  -2.36  -1.54  0.72
H  -4.15  -1.84  -1.35
H  -1.80  -2.11  1.48
F  0.41  5.69  3.09
H  -4.01  -2.72  1.54
H  1.39  -1.74  -1.17
H  -1.60  -2.69  -2.07
H  -2.29  -0.49  1.02
F  -3.86  1.15  1.76
C  4.66  1.22  -0.17
F  0.85  3.17  4.04
H  6.89  1.55  -1.67
H  -2.18  0.87  3.26
F  4.76  3.26  -1.21
C  5.13  -1.52  -3.36
H  -3.55  -4.02  -1.75
F  4.07  -1.12  -2.65
F  -1.72  5.23  2.88
C  -4.49  -2.46  -0.52
H  -1.12  1.31  1.93
H  5.45  1.60  0.50
F  -2.05  3.90  0.61
C  -2.89  2.84  0.56
F  5.48  -2.77  -2.97
C  -3.08  2.24  1.96
C  6.04  1.70  -2.33
O  5.99  0.72  -3.35
Al  -1.22  -1.55  -0.97
H  4.89  -1.53  -4.42
H  -2.50  2.08  -0.13
H  0.60  -3.47  1.20
C  -1.82  1.70  2.66
C  6.32  -0.58  -3.11
F  -3.74  3.11  2.76
H  -6.48  -2.58  -1.40
H  -0.72  5.03  4.60
F  7.29  -0.92  -4.00
F  0.19  3.27  1.97
C  -6.02  -2.34  -0.44
C  -3.85  -1.95  0.78
H  6.19  2.64  -2.87
C  4.76  1.92  -1.53
H  0.12  -4.06  -0.39
F  -4.09  3.28  0.12
F  4.81  -0.12  -0.30
C  -0.59  4.89  3.52
H  0.95  -1.25  0.46
C  0.82  -3.38  0.13
H  -4.43  -1.08  1.12
H  1.82  -3.80  -0.02
F  3.46  1.47  0.38
F  6.84  -0.76  -1.88
O  -1.22  2.58  3.59
C  -4.09  -3.92  -0.81
H  -3.43  -4.31  -0.03
H  -6.42  -3.04  0.30
F  3.68  1.67  -2.28
H  -1.30  -0.03  -1.63
H  -4.97  -4.57  -0.85


HOMO-LUMO gap (computed, eV): 10.06 7.06 6.84